Formula: C22H34Cl2CuMgO23S2
Source: OMol25
Level of theory: ωB97M-V/def2-TZVPD

Cartesian coordinates (Å):
1 H 12.598 -12.647 9.854
2 S 11.054 -15.343 14.059
3 C 9.047 -16.348 10.439
4 C 6.683 -8.939 15.763
5 H 10.526 -16.862 8.899
6 H 12.638 -12.364 11.668
7 C 15.097 -10.591 7.778
8 H 11.235 -16.305 10.281
9 C 5.424 -11.996 10.453
10 H 11.893 -13.798 10.788
11 C 6.109 -11.695 11.782
12 O 11.283 -16.443 14.957
13 C 8.442 -8.569 17.104
14 H 12.400 -12.159 16.098
15 H 15.352 -9.797 7.076
16 H 15.956 -11.261 7.820
17 O 5.818 -11.878 14.161
18 Mg 9.726 -13.329 14.445
19 O 10.128 -11.522 14.507
20 Cu 9.984 -9.015 11.624
21 C 16.263 -13.347 10.314
22 O 8.153 -16.874 9.444
23 O 8.972 -10.224 12.883
24 O 11.701 -8.977 10.001
25 H 14.288 -15.727 9.600
26 O 17.335 -12.838 10.408
27 H 9.320 -17.096 11.184
28 H 15.513 -7.954 8.908
29 H 14.258 -11.150 7.364
30 O 7.678 -13.176 14.325
31 C 14.788 -10.079 9.273
32 H 4.772 -10.360 13.025
33 C 5.189 -11.365 12.963
34 O 15.972 -14.293 9.423
35 H 15.355 -10.661 10.000
36 O 7.213 -15.078 10.207
37 O 9.681 -15.069 13.891
38 O 11.439 -14.043 14.557
39 O 11.669 -15.811 12.839
40 H 10.315 -9.446 17.966
41 C 8.329 -15.219 11.097
42 H 13.433 -10.200 14.959
43 C 8.873 -8.573 15.686
44 H 4.685 -12.779 10.620
45 H 7.899 -15.575 12.033
46 O 5.553 -9.003 15.361
47 C 14.982 -8.612 9.596
48 H 6.072 -12.267 9.619
49 C 12.710 -13.079 10.848
50 H 11.932 -9.778 15.902
51 H 10.526 -15.094 9.187
52 H 8.843 -9.213 19.042
53 O 6.898 -12.735 12.327
54 O 15.210 -13.104 11.114
55 Cl 12.409 -11.520 18.236
56 C 6.799 -12.717 13.639
57 H 8.462 -7.521 17.405
58 O 13.526 -10.414 9.602
59 O 7.122 -8.956 16.997
60 H 8.862 -14.270 11.150
61 H 14.007 -14.255 8.716
62 H 14.135 -11.797 16.793
63 C 12.903 -9.200 9.759
64 Cl 14.148 -9.026 16.606
65 C 14.546 -14.668 9.569
66 H 6.796 -10.868 11.609
67 C 10.384 -16.076 9.639
68 H 9.461 -9.436 15.373
69 O 9.827 -12.499 12.598
70 O 7.692 -8.633 14.964
71 H 9.379 -7.614 15.576
72 H 9.010 -10.583 17.883
73 C 9.235 -9.534 18.076
74 H 4.295 -11.945 12.734
75 O 13.659 -8.210 9.485
76 O 6.502 -15.948 8.257
77 C 12.949 -10.168 15.935
78 H 15.395 -8.486 10.597
79 C 13.098 -11.508 16.624
80 C 7.293 -15.906 9.203
81 H 4.887 -11.150 10.022
82 S 10.034 -11.192 13.134
83 O 11.117 -10.501 12.518
84 C 14.047 -14.010 10.888
85 H 14.030 -14.895 11.525

F_max ... 6.242 eV Å⁻¹
Multiplicity ... 3
Net charge ... +1
Calculated total energy ... -6146.275048 Eh

***

Formula: C22H34ClF3N3O6V
Source: OMol25
Level of theory: ωB97M-V/def2-TZVPD

Cartesian coordinates (Å):
1 H -1.899 -3.165 2.114
2 C -1.823 -0.713 1.494
3 H 1.439 3.161 0.469
4 Cl 1.702 2.036 -1.812
5 H 4.395 -1.420 -2.791
6 C 1.253 -3.136 -0.045
7 H 1.037 6.408 1.568
8 C -1.628 -2.592 3.017
9 H -4.432 -0.981 -4.136
10 O -1.321 0.827 -1.812
11 O -1.494 0.439 1.150
12 F -0.041 2.509 3.093
13 H 0.804 0.145 -3.647
14 C 2.556 -4.903 1.706
15 H -3.166 0.895 -4.989
16 H -1.060 6.056 -0.629
17 H -2.617 -0.675 -1.243
18 H -5.289 0.059 -2.962
19 O -0.484 2.640 0.060
20 H 3.006 -5.614 2.408
21 H 1.495 -1.516 -3.883
22 H -0.183 -1.316 -3.314
23 H 2.383 -6.348 0.104
24 H -1.875 4.661 0.147
25 H 1.539 6.294 -0.141
26 O 1.417 0.690 1.157
27 N 0.186 4.806 0.512
28 C -1.107 5.421 0.269
29 C -3.006 1.330 -3.993
30 F 1.294 1.686 4.615
31 H -0.863 -0.194 4.332
32 H 2.176 5.122 1.049
33 C 1.555 -4.426 -0.473
34 C -1.879 -0.294 3.905
35 C 1.340 -1.034 -1.796
36 O 1.203 -0.462 3.113
37 H 1.276 -4.762 -1.475
38 H -2.287 0.689 3.621
39 C 2.690 -1.042 -1.574
40 H 2.586 -3.215 3.066
41 C 0.816 -0.899 -3.236
42 H -4.343 -1.351 -2.384
43 O -0.381 -1.435 -0.184
44 C 1.173 1.903 3.283
45 H -2.258 -2.907 3.860
46 H 1.549 -1.673 1.467
47 C 2.331 -3.582 2.078
48 H 3.336 -0.187 -3.504
49 H -3.759 2.119 -3.842
50 H -2.126 -1.484 0.772
51 C -2.356 0.122 -1.962
52 N -1.850 -1.182 2.760
53 C 3.733 -0.567 -2.544
54 C 0.391 3.482 0.357
55 H -1.999 1.748 -3.910
56 N -3.190 0.273 -2.999
57 H -2.523 -0.749 4.676
58 F 2.133 2.808 2.927
59 C 2.192 -5.312 0.411
60 H -0.035 -2.781 -1.682
61 C -4.387 -0.549 -3.127
62 H -0.571 -2.776 3.284
63 C 1.300 5.709 0.762
64 C 1.268 0.572 2.431
65 H 4.383 0.206 -2.094
66 H 3.094 -1.408 -0.631
67 C 0.477 -2.159 -0.921
68 V 0.350 0.619 -0.607
69 C 1.724 -2.702 1.184
70 H -1.346 6.075 1.119

F_max ... 4.414 eV Å⁻¹
Multiplicity ... 4
Net charge ... -1
Calculated total energy ... -3178.333191 Eh